[1]
Density functional theory data (wB97M-V/def2-TZVPD) for C23H34N4OS in the gas phase.

The geometry in XYZ format:
```
63
Properties=species:S:1:pos:R:3:nbo_charge:R:1
S -1.24 4.68 -0.32 0.274
O -1.62 -0.85 2.79 -0.629
N -0.38 -4.18 -0.51 -0.466
N -2.52 -0.63 0.73 -0.615
N 0.59 6.67 -0.06 -0.426
N 0.98 4.66 1.04 -0.537
C -0.52 -6.52 -1.24 -0.409
C 0.18 1.28 2.21 -0.157
C -2.46 -2.93 -0.16 -0.402
C -0.60 -5.55 -0.05 -0.031
C -1.55 2.09 0.73 -0.220
C 2.81 7.14 -0.97 -0.410
C -1.31 -7.80 -1.01 -0.601
C 1.02 -3.92 -0.81 -0.207
C 2.16 7.91 -2.12 -0.399
C -3.17 -1.91 0.73 -0.229
C 0.33 -5.95 1.11 -0.423
C -1.02 -3.18 0.32 -0.218
C -1.03 1.08 1.54 -0.165
C 0.28 5.41 0.26 0.339
C 0.40 3.46 1.26 0.130
C -1.74 -0.22 1.76 0.662
C -0.84 3.26 0.60 -0.157
C 1.80 -5.65 0.80 -0.401
C 1.91 7.18 0.26 -0.219
C 1.95 -4.20 0.37 -0.423
C -0.07 7.40 -1.11 -0.206
C 0.76 7.36 -2.39 -0.411
C 0.90 2.44 2.07 -0.225
H 3.78 7.57 -0.73 0.214
H 2.15 -6.30 -0.01 0.191
H 1.69 -3.54 1.21 0.198
H 1.84 2.59 2.59 0.225
H -2.46 -0.15 -0.16 0.391
H 2.96 6.10 -1.27 0.207
H 0.84 6.33 -2.74 0.205
H 0.54 0.48 2.84 0.235
H 1.30 -4.56 -1.65 0.189
H 2.32 6.57 1.07 0.248
H -2.51 1.98 0.24 0.213
H 0.20 -7.00 1.33 0.208
H -0.91 -6.00 -2.12 0.214
H 2.98 -3.98 0.09 0.207
H -0.19 8.44 -0.78 0.198
H 2.41 -5.86 1.68 0.208
H -2.36 -7.57 -0.84 0.199
H 1.80 8.22 0.61 0.191
H 0.27 7.95 -3.17 0.213
H -1.06 6.98 -1.28 0.215
H 0.05 -5.38 1.99 0.203
H -3.17 -2.25 1.77 0.232
H 2.77 7.84 -3.02 0.214
H 0.52 -6.78 -1.45 0.193
H -0.93 -8.34 -0.15 0.199
H -2.43 -2.58 -1.19 0.197
H -0.46 -2.25 0.24 0.198
H -4.21 -1.79 0.39 0.194
H -1.24 -8.45 -1.88 0.210
H -3.02 -3.87 -0.14 0.205
H 1.11 -2.88 -1.13 0.198
H -1.63 -5.59 0.32 0.195
H -1.04 -3.45 1.39 0.183
H 2.08 8.97 -1.85 0.194
```

Net charge = 0
Structure (SMILES) = CC[C@H]1CCCCN1CCCNC(=O)c1ccc2nc(N3CCCCC3)sc2c1
Maximum force = 0.0189 Eh/bohr
Highest occupied orbital energy = -7.84 eV
Molecular weight = 414.62 g/mol
Relative energy (zero: lowest compared OMol25 entry of this formula, charge and spin) = 0.262 eV



[2]
Density functional theory data (wB97M-V/def2-TZVPD) for C5H8N2 in the gas phase in a non-equilibrium geometry.

The geometry in XYZ format:
```
15
Properties=species:S:1:pos:R:3:nbo_charge:R:1
N 0.04 -1.50 0.51 -0.667
N 2.12 -2.01 -0.75 -0.388
C -0.08 0.73 0.06 -0.009
C 1.15 -1.72 -0.18 0.427
C 1.15 0.91 -0.44 -0.406
C -0.18 -0.22 1.23 -0.237
C -1.35 1.05 -0.68 -0.651
H 1.33 1.01 -1.51 0.213
H -1.52 2.13 -0.50 0.231
H -0.67 -2.20 0.39 0.419
H -1.15 -0.26 1.75 0.215
H -1.24 0.89 -1.76 0.227
H 2.02 0.78 0.20 0.206
H 0.60 -0.10 2.00 0.212
H -2.24 0.51 -0.31 0.208
```

Net charge = 0
Structure (SMILES) = C=C(C)CNC#N
Maximum force = 0.0256 Eh/bohr
Highest occupied orbital energy = -9.29 eV
Molecular weight = 96.13 g/mol
Relative energy (zero: lowest compared OMol25 entry of this formula, charge and spin) = 2.012 eV



[3]
Density functional theory data (wB97M-V/def2-TZVPD) for C4H12N2O as an isolated structure in a non-equilibrium geometry.

The geometry in XYZ format:
```
19
Properties=species:S:1:pos:R:3:nbo_charge:R:1
O 3.26 0.93 -0.23 -0.638
N -2.07 -0.73 1.05 -0.862
N -1.57 0.62 -0.78 -0.379
C 1.98 -0.01 0.51 -0.340
C -1.69 -0.68 -0.35 -0.092
C 0.50 0.53 0.46 -0.505
C -0.18 0.93 -0.81 -0.085
H 2.26 0.39 -0.64 0.452
H 0.54 1.44 1.07 0.244
H 1.89 -1.10 0.36 0.224
H 0.23 1.90 -1.10 0.242
H -0.15 -0.04 1.14 0.289
H -2.41 -1.19 -0.94 0.186
H 0.18 0.03 -1.55 0.059
H -2.77 -1.43 1.37 0.378
H 0.84 -0.50 -1.98 0.061
H -2.54 0.19 1.19 0.368
H -0.64 -1.27 -0.38 0.130
H 2.35 -0.02 1.60 0.267
```

Net charge = 0
Maximum force = 0.1304 Eh/bohr
Highest occupied orbital energy = -8.96 eV
Molecular weight = 104.15 g/mol
Relative energy (zero: lowest compared OMol25 entry of this formula, charge and spin) = 10.560 eV